{
  "formula": "C5H5NO",
  "method": "ωB97M-V with the def2-TZVPD basis set",
  "lumo_ev": 0.55,
  "e_homo_ev": -9.9,
  "species": ["N", "C", "C", "O", "C", "C", "C", "H", "H", "H", "H", "H"],
  "coordinates": [[2.36710, 0.71203, -0.98307], [1.94772, 0.43705, 0.06963], [0.91758, -0.50397, 0.58410], [-0.06976, -0.33165, 1.58724], [-1.10524, -0.33943, 0.60240], [-0.93892, 0.84146, -0.25717], [-0.03377, -0.33534, -0.58221], [1.39036, -1.48480, 0.71098], [-2.01968, -0.85113, 0.90186], [-1.74648, 0.95767, -0.98288], [-0.53756, 1.77827, 0.12880], [0.69137, -0.22262, -1.51596]],
  "forces_ev_per_angstrom": [[0.9, 0.6, 1.6], [0.7, 0.3, -0.9], [0.4, 0.1, -0.3], [0.0, 0.1, -0.1], [-0.3, -0.1, -0.2], [0.1, 0.1, 0.0], [0.9, 0.4, -0.6], [-0.2, 0.2, -0.2], [0.2, 0.0, -0.3], [0.3, -0.1, 0.0], [-0.1, -0.1, 0.2], [-2.9, -1.5, 0.7]]
}